C9H14N4S | ωB97M-V/def2-TZVPD

Calculated values
Gap between HOMO and LUMO in Eh: 0.263
ΔE to the lowest compared entry with this formula, charge and spin in eV: 0.000
Total charge: +2

Structure (XYZ):
```
28
Properties=species:S:1:pos:R:3:lowdin_charge:R:1
S 3.8457 -1.2409 -0.4791 1.219
C -2.2373 -1.4223 0.0692 -0.324
C 3.1227 0.9773 0.6876 -0.138
C -1.8212 -0.6484 1.1638 -0.038
H -2.9201 -3.4270 0.0165 0.170
H -3.6940 -2.3575 1.0874 0.237
C 4.2113 0.0065 0.5637 -0.249
H 2.6826 1.1649 1.6708 0.166
C 2.2767 -0.6156 -0.9082 -0.292
C -0.6535 0.8181 -0.2741 -0.511
N -1.7454 -1.1665 -1.2062 0.133
C 0.7867 1.4445 -0.4828 -0.060
N -3.2090 -2.4568 0.0722 0.205
H -1.8935 2.2047 -1.1832 0.071
H 0.9268 2.2444 0.2506 0.127
H -0.5459 0.7563 1.8228 0.180
H -2.2782 1.8208 0.3357 0.123
N -0.7474 0.1344 1.0168 0.091
H 0.8769 1.9036 -1.5147 0.168
H 5.0021 0.0090 1.2555 0.097
H 3.5898 1.8807 0.4846 0.136
N -1.5077 1.9478 -0.3486 0.138
C 1.9696 0.5440 -0.2860 -0.233
H -0.5889 -0.0158 -2.3233 0.124
H 1.7120 -1.1416 -1.7175 0.114
H -4.0609 -2.1507 -0.5957 0.250
C -0.9767 -0.1816 -1.3562 -0.066
H -2.1232 -1.0326 2.1784 0.160
```